Entry 1:
A 3-piece molecular cluster, C15H32NO7S4 overall at a distorted geometry, computed with the ωB97M-V functional and the def2-TZVPD basis.

Structure (XYZ):
```
59
Properties=species:S:1:pos:R:3:forces:R:3
C -0.421492 -2.060417 6.752380 0.16 -1.06 -1.19
C -1.417876 -3.299532 6.333754 0.87 0.99 0.12
C -0.649746 -4.642892 5.787619 0.13 -0.37 -1.24
C 0.783856 -4.220688 5.105395 0.39 1.73 0.92
S 1.645329 -5.670646 4.214219 1.17 1.85 -0.29
C 3.298512 -4.894606 3.665160 -0.58 0.85 -0.02
S 4.698615 -5.815964 3.945640 -1.84 1.62 -0.63
N 3.227299 -3.512738 3.056005 0.93 -3.61 0.27
C 2.240299 -3.423967 1.911260 -0.46 1.42 -1.05
C 2.278653 -1.831382 1.404182 -0.27 -0.76 0.58
O 2.886072 -1.006424 2.482282 1.54 -1.47 -2.34
C 4.354137 -1.316472 2.452629 -0.44 -0.31 1.28
C 4.584142 -2.956767 2.686031 0.01 1.33 -1.13
H -0.098321 -1.531151 5.739491 -0.30 -1.04 1.78
H 0.540858 -2.491528 7.284185 -1.57 0.69 -0.94
H -2.085431 -2.893508 5.435950 1.11 -0.98 2.00
H -2.070415 -3.574565 7.274755 1.02 0.25 -2.00
H -0.424228 -5.452610 6.604280 -0.53 1.53 -1.44
H -1.339784 -5.111881 4.933980 1.54 0.55 1.74
H 0.680292 -3.266304 4.403096 0.07 -2.23 1.45
H 1.557912 -3.890993 5.951558 -1.91 -0.71 -1.87
H 2.523625 -4.096800 0.983065 -0.36 1.05 1.89
H 1.126635 -3.640944 2.198593 2.48 0.14 -0.08
H 2.933737 -1.737638 0.439024 -1.24 -0.08 1.58
H 1.159308 -1.524106 1.214025 2.48 -0.18 0.41
H 4.799063 -0.771637 3.400895 -0.97 -0.93 -2.12
H 4.866206 -0.936966 1.464391 -1.06 -0.70 1.81
H 4.938716 -3.443438 1.656201 -0.45 0.85 2.27
H 5.398790 -3.039018 3.528871 -1.93 -0.39 -1.75
O -0.621991 -1.307323 -2.527857 -0.02 0.82 0.77
S -0.315591 -0.123646 -1.753587 -0.11 0.32 0.18
O -0.394613 -0.107102 -0.309053 -0.10 -0.31 -1.35
O -1.176329 1.131101 -2.338701 1.35 -0.59 0.05
C -2.584814 0.995196 -2.455917 -1.30 -0.06 0.11
C -3.270677 1.160393 -1.112856 0.04 -0.17 0.34
C 1.288904 0.465988 -2.233692 -0.04 0.18 -0.11
H -2.847246 0.038514 -2.920005 0.21 0.02 0.06
H -2.927011 1.786136 -3.131314 0.36 -0.04 0.03
H -3.026881 0.330375 -0.442676 -0.05 0.11 -0.10
H -4.357189 1.188914 -1.234427 0.13 0.03 -0.07
H -2.942558 2.080836 -0.619746 -0.08 -0.08 -0.16
H 1.338525 0.510859 -3.323325 -0.07 -0.03 0.17
H 2.034178 -0.235694 -1.853171 -0.24 0.01 0.03
H 1.449497 1.452630 -1.795192 -0.08 -0.16 -0.01
O -3.223070 3.731925 -6.247483 0.39 0.67 0.86
S -2.283495 4.362655 -5.345346 0.36 0.23 -0.07
O -2.606109 4.627940 -3.960159 -0.11 -0.29 -1.18
O -1.734425 5.737988 -6.026958 0.23 -1.29 0.38
C -2.677796 6.700191 -6.474460 -0.78 0.85 -0.17
C -3.238194 7.505839 -5.317567 -0.19 -0.08 0.33
C -0.754285 3.462160 -5.401895 0.11 0.13 -0.11
H -3.478357 6.223422 -7.050031 0.14 -0.11 0.10
H -2.148078 7.374256 -7.155546 0.17 -0.34 0.09
H -3.857044 6.880454 -4.666856 0.07 0.09 -0.10
H -3.857690 8.329274 -5.684008 0.10 -0.08 -0.03
H -2.430891 7.913649 -4.701135 -0.08 -0.01 -0.16
H -0.473168 3.306325 -6.445191 -0.10 0.07 0.15
H -0.910274 2.500661 -4.908157 -0.14 0.16 0.01
H 0.011907 4.031665 -4.872607 -0.17 -0.04 -0.05
```
Forces are in eV/Å.

- Net charge: -1
- Molecular weight: 466.7 g/mol
- LUMO level: 1.52 eV
- Gap between HOMO and LUMO: 2.768 eV
- Relative energy (zero: lowest compared OMol25 entry of this formula, charge and spin): 4.3527 eV

The computed Löwdin charges, all in e, follow: atom 1 (C): -0.321, atom 2 (C): -0.397, atom 3 (C): -0.299, atom 4 (C): -0.514, atom 5 (S): 0.717, atom 6 (C): -0.985, atom 7 (S): 0.511, atom 8 (N): -0.193, atom 9 (C): -0.157, atom 10 (C): -0.153, atom 11 (O): -0.205, atom 12 (C): -0.159, atom 13 (C): -0.188, atom 14 (H): -0.061, atom 15 (H): -0.060, atom 16 (H): 0.080, atom 17 (H): 0.063, atom 18 (H): 0.095, atom 19 (H): 0.091, atom 20 (H): 0.079, atom 21 (H): 0.085, atom 22 (H): 0.132, atom 23 (H): 0.113, atom 24 (H): 0.112, atom 25 (H): 0.123, atom 26 (H): 0.132, atom 27 (H): 0.118, atom 28 (H): 0.131, atom 29 (H): 0.112, atom 30 (O): -0.286, atom 31 (S): 0.620, atom 32 (O): -0.281, atom 33 (O): -0.279, atom 34 (C): -0.279, atom 35 (C): -0.068, atom 36 (C): -0.120, atom 37 (H): 0.118, atom 38 (H): 0.109, atom 39 (H): 0.075, atom 40 (H): 0.082, atom 41 (H): 0.089, atom 42 (H): 0.069, atom 43 (H): 0.068, atom 44 (H): 0.077, atom 45 (O): -0.286, atom 46 (S): 0.619, atom 47 (O): -0.286, atom 48 (O): -0.268, atom 49 (C): -0.281, atom 50 (C): -0.077, atom 51 (C): -0.115, atom 52 (H): 0.116, atom 53 (H): 0.122, atom 54 (H): 0.072, atom 55 (H): 0.080, atom 56 (H): 0.086, atom 57 (H): 0.076, atom 58 (H): 0.064, atom 59 (H): 0.079

Entry 2:
C15H33Br2N2O4V as an isolated structure at a distorted geometry, computed with the ωB97M-V functional and the def2-TZVPD basis.

Structure (XYZ):
```
57
Properties=species:S:1:pos:R:3:forces:R:3
O -26.528610 -28.888540 23.937730 0.36 -1.72 -1.11
V -26.077890 -30.268180 23.258020 2.43 0.63 2.89
O -24.767100 -30.805310 24.099430 -2.88 1.02 -2.12
C -23.666530 -27.619970 16.457430 -0.84 0.18 1.91
C -24.155900 -27.138330 17.917070 1.05 -0.82 0.85
C -24.238600 -25.617520 17.962110 0.91 0.11 -0.97
C -25.357650 -25.089950 17.163770 -1.32 -0.21 -0.25
C -26.647970 -25.788430 17.615090 0.06 0.46 -1.95
C -26.686700 -27.372820 17.553160 -0.80 2.37 -0.25
N -25.458270 -27.758750 18.277490 -0.20 -5.39 0.24
O -25.334560 -29.238050 18.491900 -0.62 5.13 -0.46
C -26.759880 -27.811170 16.050630 1.01 0.37 -0.31
C -28.088920 -27.743420 18.137620 0.85 -1.59 1.48
C -23.095940 -27.573740 19.039050 -0.62 0.91 -1.56
H -24.084190 -28.626020 16.418500 0.44 -0.10 -0.47
H -22.577500 -27.609900 16.412700 -0.08 -0.07 -0.02
H -24.094330 -26.989630 15.677830 0.15 -0.13 0.05
H -23.366790 -25.271070 17.407100 0.68 0.11 0.72
H -24.318990 -25.142060 18.939640 0.41 -0.52 0.32
H -25.245480 -25.178920 16.083200 0.28 -0.36 -0.07
H -25.439140 -24.012890 17.310110 -0.22 0.08 0.16
H -27.287700 -25.494170 16.783070 -1.03 0.13 0.56
H -26.922530 -25.295830 18.547850 -0.47 -0.69 0.20
H -26.175870 -27.159920 15.400330 0.33 0.14 0.20
H -27.740750 -27.730430 15.582130 -0.34 -0.25 0.65
H -26.340550 -28.803700 15.885890 -0.31 -0.15 0.27
H -28.926570 -27.062080 17.988520 0.49 0.28 -0.73
H -28.092020 -27.889390 19.217800 0.53 0.36 0.32
H -28.369030 -28.751360 17.831500 -0.11 0.07 -0.50
H -22.238960 -26.922840 18.865810 0.28 -0.13 -0.19
H -22.787030 -28.614280 18.939250 -0.28 0.12 0.30
H -23.439610 -27.265590 20.026480 -0.32 -0.56 0.00
Br -31.950300 -22.621180 26.182120 0.76 -0.51 0.58
C -30.715700 -23.236920 27.645160 -0.63 -0.29 -0.12
C -29.294780 -23.088090 27.289840 1.74 0.69 0.23
Br -28.216110 -23.370530 29.005020 -0.66 0.32 -0.93
H -30.847520 -24.300390 27.844540 -0.89 0.29 0.18
H -30.955540 -22.561630 28.466480 -0.15 -0.47 -0.01
H -29.104190 -22.077820 26.927710 0.41 -0.14 0.19
H -28.817660 -23.828620 26.647920 -0.57 0.11 -0.11
C -27.762300 -35.348040 24.676280 -1.75 -0.25 1.97
C -29.092720 -34.535470 24.540990 1.63 1.02 -0.38
C -29.533450 -33.735180 25.855770 1.95 -0.11 -1.42
O -28.490010 -32.728620 26.111130 -1.26 -1.48 1.35
C -28.891510 -31.878990 27.226480 0.29 0.76 -1.75
N -28.798840 -33.560760 23.440350 -0.42 -0.21 0.53
H -27.437760 -35.940490 23.820840 -0.01 0.70 -0.40
H -28.051610 -36.127200 25.381480 0.41 -0.21 0.41
H -27.007880 -34.734050 25.168170 0.20 -0.09 -0.45
H -29.846800 -35.210350 24.136010 -0.43 -0.12 0.76
H -29.617930 -34.404390 26.711990 0.03 -0.11 0.06
H -30.501220 -33.263420 25.685590 -0.07 0.21 -0.08
H -29.432790 -32.295070 28.076180 -0.07 -0.64 -0.34
H -29.484170 -31.144500 26.681160 -0.54 0.41 0.77
H -28.031410 -31.341460 27.625710 0.25 -0.32 -0.21
H -28.209380 -34.111020 22.832200 -0.01 0.28 -0.53
H -29.679180 -33.431670 22.962400 -0.01 0.39 -0.42
```
Forces are in eV/Å.

- Net charge: 0
- Molecular weight: 516.2 g/mol
- LUMO level: -3.16 eV
- Gap between HOMO and LUMO: 2.983 eV

The computed Löwdin charges, all in e, follow: atom 1 (O): -0.420, atom 2 (V): 1.008, atom 3 (O): -0.439, atom 4 (C): -0.002, atom 5 (C): -0.452, atom 6 (C): -0.184, atom 7 (C): -0.226, atom 8 (C): -0.132, atom 9 (C): -0.448, atom 10 (N): -0.053, atom 11 (O): -0.148, atom 12 (C): -0.039, atom 13 (C): -0.048, atom 14 (C): -0.027, atom 15 (H): 0.070, atom 16 (H): 0.079, atom 17 (H): 0.058, atom 18 (H): 0.124, atom 19 (H): 0.129, atom 20 (H): 0.101, atom 21 (H): 0.116, atom 22 (H): 0.110, atom 23 (H): 0.122, atom 24 (H): 0.057, atom 25 (H): 0.083, atom 26 (H): 0.082, atom 27 (H): 0.082, atom 28 (H): 0.071, atom 29 (H): 0.073, atom 30 (H): 0.070, atom 31 (H): 0.073, atom 32 (H): 0.078, atom 33 (Br): 0.557, atom 34 (C): -0.687, atom 35 (C): -0.626, atom 36 (Br): 0.538, atom 37 (H): 0.062, atom 38 (H): 0.046, atom 39 (H): 0.055, atom 40 (H): 0.055, atom 41 (C): -0.068, atom 42 (C): -0.373, atom 43 (C): -0.152, atom 44 (O): -0.224, atom 45 (C): -0.091, atom 46 (N): 0.009, atom 47 (H): 0.075, atom 48 (H): 0.068, atom 49 (H): 0.080, atom 50 (H): 0.122, atom 51 (H): 0.114, atom 52 (H): 0.111, atom 53 (H): 0.083, atom 54 (H): 0.083, atom 55 (H): 0.083, atom 56 (H): 0.049, atom 57 (H): 0.062